Entry 1:
The following is a DFT calculation (ωB97M-V with the def2-TZVPD basis set) of C2H4N2O2S2 as an isolated structure in a non-equilibrium geometry.

Geometry as XYZ:
```
12
C2H4N2O2S2 ωB97M-V with the def2-TZVPD basis set
C -0.572 0.518 -0.574
C 0.761 -1.123 2.323
H -1.232 0.207 -2.797
H 1.121 -0.330 -1.477
H -0.283 1.879 0.886
H 1.629 -1.929 2.541
N -0.162 -0.628 -1.231
N 0.018 0.912 0.512
O -0.365 -0.360 -2.791
O -0.472 -1.129 2.511
S -1.842 1.595 -1.206
S 1.398 0.388 1.303
```

Computed properties:
strongest force on any atom = 7.05 eV/Å
HOMO level = -8.97 eV
energy above the lowest of the compared OMol25 structures with the same formula, charge and spin = 426.7 kJ/mol
orbital gap = 8.4 eV
M = 152.20 g/mol
electronic energy = -1134.79458 Ha

---

Entry 2:
The following is a DFT calculation (ωB97M-V with the def2-TZVPD basis set) of a 2-piece molecular cluster, C4H10ClNSi overall in a non-equilibrium geometry.

Geometry as XYZ:
```
17
C4H10ClNSi ωB97M-V with the def2-TZVPD basis set
C -0.740 1.888 1.752
C -1.682 1.137 2.205
C 0.631 2.101 2.281
C -0.788 0.185 -3.069
N 0.068 -0.780 -2.493
Si 1.008 -0.204 -1.109
Cl 2.324 -1.977 -0.860
H -0.914 2.372 0.795
H -1.526 0.593 3.094
H 0.676 1.791 3.277
H 0.869 3.124 2.268
H 1.375 1.380 1.765
H -0.397 0.475 -3.987
H -1.793 -0.181 -3.077
H -0.891 1.063 -2.362
H 0.060 -1.822 -2.730
H -2.676 1.400 1.814
```

Computed properties:
strongest force on any atom = 9.78 eV/Å
HOMO level (spin up / spin down) = -4.13 / -8.07 eV
energy above the lowest of the compared OMol25 structures with the same formula, charge and spin = 181.6 kJ/mol
orbital gap (spin up / spin down) = 3.6 / 3.8 eV
<S²> = 2.01
M = 135.67 g/mol
2S+1 = 3
electronic energy = -962.62384 Ha

---

Entry 3:
The following is a DFT calculation (ωB97M-V with the def2-TZVPD basis set) of one molecule with the formula C5H3NO in a non-equilibrium geometry.

Geometry as XYZ:
```
10
C5H3NO ωB97M-V with the def2-TZVPD basis set
N 1.337 -1.174 -2.794
C 0.800 -0.882 -1.812
C 0.151 -0.396 -0.651
C -0.275 0.849 -0.364
C -0.559 0.893 1.036
C -0.417 -0.415 1.452
O 0.002 -1.200 0.442
H -0.342 1.729 -0.987
H 0.238 1.643 1.135
H -0.628 -0.958 2.369
```

Computed properties:
strongest force on any atom = 3.00 eV/Å
HOMO level = -9.48 eV
SMILES = N#Cc1ccco1
energy above the lowest of the compared OMol25 structures with the same formula, charge and spin = 217.3 kJ/mol
orbital gap = 9.6 eV
M = 93.08 g/mol
electronic energy = -322.20901 Ha

---

Entry 4:
The following is a DFT calculation (ωB97M-V with the def2-TZVPD basis set) of a 23-piece molecular cluster, C11H68NO22 overall in a non-equilibrium geometry.

Geometry as XYZ:
```
102
C11H68NO22 ωB97M-V with the def2-TZVPD basis set
C 23.709 49.588 40.759
C 23.902 48.268 40.167
C 24.958 47.366 40.619
C 24.895 45.953 40.224
N 26.103 45.004 40.416
C 25.675 43.606 40.001
C 26.592 42.651 40.700
C 26.686 43.357 42.132
C 26.473 44.842 41.856
C 27.244 45.451 39.683
C 27.317 45.297 38.059
C 28.614 46.020 37.567
H 24.530 50.427 40.378
H 24.009 49.471 41.692
H 22.728 50.006 40.908
H 24.230 48.574 39.179
H 22.867 47.796 40.108
H 24.826 47.352 41.753
H 25.970 47.955 40.443
H 24.539 46.043 39.182
H 24.016 45.624 40.583
H 25.741 43.445 38.813
H 24.549 43.489 40.226
H 27.479 42.674 40.357
H 26.108 41.638 40.914
H 27.614 43.343 42.747
H 26.003 43.259 42.924
H 27.288 45.501 42.095
H 25.552 45.105 42.426
H 28.238 44.988 40.095
H 27.356 46.505 39.664
H 26.470 45.659 37.451
H 27.610 44.250 37.980
H 29.510 45.710 38.139
H 28.771 47.048 37.653
H 28.616 45.835 36.521
O 27.815 47.444 43.998
H 27.063 47.963 44.369
H 27.897 46.704 44.595
O 20.480 47.682 41.525
H 19.683 48.129 41.538
H 20.982 48.387 42.228
O 24.977 41.914 36.385
H 24.336 42.065 37.058
H 24.998 41.006 35.839
O 30.192 43.292 40.780
H 30.582 44.118 40.774
H 30.887 42.914 40.201
O 28.728 48.641 35.569
H 28.840 49.113 34.743
H 27.853 48.248 35.501
O 21.254 49.435 43.466
H 21.942 48.946 43.746
H 20.470 48.891 43.862
O 22.019 52.016 42.701
H 21.259 52.538 43.033
H 21.876 51.114 42.987
O 21.971 43.258 40.335
H 22.091 43.878 39.709
H 21.127 43.393 40.825
O 23.017 43.945 42.989
H 22.278 44.475 43.151
H 22.805 43.430 42.157
O 23.503 48.405 36.491
H 23.534 47.613 35.975
H 24.021 48.997 36.013
O 26.732 46.830 34.980
H 27.345 46.322 34.566
H 26.037 46.245 35.320
O 25.011 44.010 45.031
H 24.294 43.984 44.377
H 24.535 43.391 45.704
O 28.684 49.887 40.515
H 29.390 49.733 39.997
H 27.891 49.826 40.177
O 26.566 50.261 38.737
H 27.352 50.413 38.025
H 25.775 50.796 38.669
O 26.802 41.263 44.732
H 26.042 40.988 44.453
H 27.353 40.733 45.269
O 30.960 46.125 40.448
H 31.708 46.129 39.857
H 30.694 47.012 40.621
O 23.071 53.411 40.411
H 22.778 52.601 41.002
H 23.896 53.057 40.009
O 31.367 47.729 36.467
H 30.660 48.015 35.852
H 31.003 47.735 37.169
O 27.571 44.770 45.192
H 26.724 44.402 45.198
H 28.196 44.224 44.969
O 28.042 42.536 35.765
H 27.207 42.523 36.310
H 28.876 42.542 36.350
O 21.006 50.061 38.494
H 20.590 50.251 37.637
H 21.971 49.678 38.554
O 21.004 46.153 39.201
H 20.929 46.553 40.126
H 20.479 45.365 39.187
```

Computed properties:
strongest force on any atom = 16.52 eV/Å
HOMO level = -12.12 eV
energy above the lowest of the compared OMol25 structures with the same formula, charge and spin = 245.2 kJ/mol
orbital gap = 9.4 eV
M = 566.65 g/mol
total charge = +1
electronic energy = -2169.36041 Ha

---

Entry 5:
The following is a DFT calculation (ωB97M-V with the def2-TZVPD basis set) of a 2-piece molecular cluster, C6H10S overall in a non-equilibrium geometry.

Geometry as XYZ:
```
17
C6H10S ωB97M-V with the def2-TZVPD basis set
C -1.533 -0.355 -0.017
C -2.646 -0.025 0.201
C 1.073 0.238 1.291
C 0.626 1.254 -0.943
C 1.168 -1.245 -0.701
C 0.632 0.046 -0.125
S -4.375 0.231 0.276
H 1.108 1.237 1.729
H 0.580 -0.404 2.091
H 2.087 -0.139 1.168
H 0.697 1.070 -1.988
H -0.278 1.873 -0.859
H 1.504 1.885 -0.663
H 2.122 -1.147 -1.210
H 0.442 -1.642 -1.513
H 1.287 -2.046 0.111
H -4.494 -0.832 1.151
```

Computed properties:
strongest force on any atom = 6.91 eV/Å
HOMO level = -8.29 eV
energy above the lowest of the compared OMol25 structures with the same formula, charge and spin = 494.9 kJ/mol
orbital gap = 8.6 eV
M = 114.21 g/mol
electronic energy = -632.62098 Ha

---

Entry 6:
The following is a DFT calculation (ωB97M-V with the def2-TZVPD basis set) of ClH10O5Zn as an isolated structure in a non-equilibrium geometry.

Geometry as XYZ:
```
17
ClH10O5Zn ωB97M-V with the def2-TZVPD basis set
Zn 0.951 1.929 -1.937
Cl 0.498 -0.226 -0.529
O -3.020 0.232 -0.615
H -2.098 -0.011 -0.697
H -3.020 0.972 -0.008
O -0.898 -3.087 -1.743
H -0.649 -2.163 -1.748
H -0.618 -3.406 -0.885
O 1.276 2.766 -0.055
H 1.032 2.107 0.595
H 1.877 3.350 0.408
O -1.616 1.277 1.676
H -1.815 0.979 2.564
H -0.938 0.676 1.368
O 2.978 -2.031 0.847
H 2.300 -1.792 0.215
H 3.762 -1.572 0.543
```

Computed properties:
strongest force on any atom = 2.86 eV/Å
HOMO level (spin up / spin down) = -17.08 / -16.99 eV
orbital gap (spin up / spin down) = 4.6 / 2.3 eV
<S²> = 0.76
M = 190.92 g/mol
2S+1 = 2
total charge = +2
electronic energy = -2620.84264 Ha

---

Entry 7:
The following is a DFT calculation (ωB97M-V with the def2-TZVPD basis set) of C4H6O2 as an isolated structure.

Geometry as XYZ:
```
12
C4H6O2 ωB97M-V with the def2-TZVPD basis set
O 2.027 1.038 -1.381
C 1.277 0.395 -0.760
C 0.784 -0.817 -0.246
C -0.719 -0.737 0.015
C -0.878 0.749 0.465
O 0.447 1.234 0.632
H 1.243 -1.741 -0.587
H 0.962 0.089 0.835
H -1.320 -0.949 -0.876
H -1.016 -1.451 0.792
H -1.418 0.844 1.412
H -1.388 1.348 -0.299
```

Computed properties:
strongest force on any atom = 0.96 eV/Å
HOMO level = -9.09 eV
energy above the lowest of the compared OMol25 structures with the same formula, charge and spin = 338.9 kJ/mol
orbital gap = 9.8 eV
M = 86.09 g/mol
electronic energy = -306.37723 Ha